No. 1
This record from the OMol25 dataset describes 16 unconnected molecules or ions with the total composition C64H98F21N9O14. The level of theory is ωB97M-V with the def2-TZVPD basis set.

```
206
Properties=species:S:1:pos:R:3:lowdin_charge:R:1
C 10.2609 15.5715 12.0143 -0.1149
C 9.3266 14.3920 11.9254 -0.2646
C 9.9960 13.1388 12.4602 -0.1928
C 10.0355 13.1672 13.9485 -0.2000
N 10.2571 13.4150 15.0241 0.1774
H 10.7753 15.7023 12.9738 0.0734
H 9.7764 16.5122 11.7067 0.0692
H 11.0565 15.4594 11.3247 0.0426
H 9.1152 14.1750 10.8578 0.1201
H 8.3838 14.5633 12.4102 0.1027
H 11.0247 12.9808 12.0763 0.0891
H 9.5684 12.2417 11.9208 0.1309
C 22.6081 12.7302 27.2880 -0.1013
C 22.9551 11.5537 26.3794 -0.2490
C 23.7997 12.0472 25.1603 -0.1784
C 23.5576 13.4344 24.7768 -0.2543
N 23.4009 14.4978 24.4116 0.1654
H 23.6143 13.1897 27.5537 0.0984
H 22.1762 12.2579 28.1918 0.0831
H 22.1269 13.5306 26.7760 0.0455
H 22.1077 11.0935 25.8734 0.0819
H 23.4415 10.7043 26.8126 0.0951
H 23.6848 11.4276 24.2766 0.1086
H 24.8528 12.0163 25.4110 0.1119
C 16.6886 13.6834 10.5932 -0.1146
C 16.1412 14.6255 11.5836 -0.2597
C 14.9091 14.0796 12.3085 -0.1712
C 13.8416 13.7266 11.3724 -0.2199
N 13.1344 13.3222 10.5618 0.1623
H 17.2245 12.8921 11.0888 0.0524
H 17.3718 14.1993 9.8766 0.0805
H 15.8747 13.2424 9.9987 0.0815
H 15.8817 15.5558 10.9585 0.1490
H 16.8858 14.7556 12.3409 0.0845
H 14.5990 14.8295 13.0172 0.1022
H 15.0637 13.1565 12.8358 0.0916
C 21.5645 10.1364 20.8851 -0.0867
C 20.2308 10.7396 20.5932 -0.2617
C 19.2014 10.6607 21.7214 -0.2002
C 19.6985 11.3469 22.8887 -0.2197
N 20.1847 11.8466 23.8049 0.1606
H 21.4462 9.0737 21.0324 0.0829
H 21.9373 10.5679 21.7267 0.0199
H 22.2782 10.3969 20.0549 0.1036
H 19.7958 10.3199 19.6707 0.0954
H 20.3604 11.7969 20.3397 0.0950
H 18.9045 9.6748 21.9923 0.0908
H 18.2396 11.0686 21.4554 0.0962
C 19.4895 16.4204 25.3594 -0.1100
C 20.4034 16.9404 24.2368 -0.2201
C 20.5023 15.9437 23.0341 -0.2007
C 19.2836 15.6162 22.3260 -0.2285
N 18.3273 15.3464 21.7138 0.1587
H 19.8046 16.7708 26.3571 0.0757
H 19.6146 15.3400 25.4542 0.0654
H 18.4413 16.5397 25.1669 0.0599
H 21.2945 17.3305 24.6684 0.0901
H 19.8513 17.7838 23.7587 0.1095
H 20.9562 14.9451 23.2187 0.0953
H 21.2141 16.3195 22.2437 0.1268
C 11.4060 18.7330 16.0824 -0.0883
C 10.2436 19.6888 16.1695 -0.2586
C 8.9847 19.1260 15.5625 -0.1828
C 9.0931 19.1405 14.1117 -0.2307
N 9.2666 19.2351 12.9854 0.1653
H 12.3052 19.2184 16.4587 0.0535
H 11.5759 18.4195 15.0431 0.0773
H 11.2194 17.8541 16.7086 0.0621
H 10.4751 20.6065 15.6939 0.0917
H 9.9720 20.0328 17.2058 0.1286
H 8.1094 19.7402 15.7367 0.1212
H 8.7607 18.1290 15.8763 0.1161
C 11.5100 12.9585 25.3809 -0.1173
C 12.4345 13.9000 24.6688 -0.3000
C 11.9210 14.3568 23.2982 -0.1697
C 12.1457 13.2676 22.3153 -0.2044
N 12.4485 12.4368 21.5674 0.1555
H 12.0624 12.4742 26.2084 0.0740
H 11.2594 12.1283 24.6137 0.1042
H 10.6115 13.4933 25.8385 0.0978
H 13.4215 13.4606 24.5270 0.1125
H 12.6705 14.7600 25.2544 0.0977
H 12.4049 15.2566 23.0582 0.0941
H 10.9245 14.5810 23.4962 0.0930
C 13.1720 21.7018 21.0326 -0.0817
C 14.0209 20.6779 20.2590 -0.2532
C 13.4128 19.9955 19.0797 -0.2040
C 12.4102 19.0288 19.4208 -0.2533
N 11.5659 18.3044 19.6174 0.1800
H 13.5199 21.7947 22.0896 0.0878
H 12.1115 21.3533 21.0607 0.0833
H 13.0605 22.6270 20.5291 0.0512
H 14.1948 19.8742 20.9960 0.1103
H 14.9775 21.0049 19.9746 0.0921
H 14.2013 19.4017 18.5716 0.1196
H 13.0225 20.6552 18.2973 0.1138
C 14.3894 7.4727 18.0240 -0.0826
C 14.5752 9.0086 17.8739 -0.2621
C 14.8359 9.7090 19.1671 -0.2011
C 16.0862 9.2344 19.8248 -0.2006
N 17.1119 9.0008 20.2719 0.1731
H 14.9147 7.0952 18.8966 0.0654
H 14.7907 6.9654 17.1773 0.0566
H 13.2945 7.3118 18.0071 0.0822
H 13.6218 9.3777 17.3596 0.1307
H 15.4137 9.3398 17.2508 0.0995
H 13.9892 9.6145 19.8833 0.1362
H 15.0454 10.7647 19.1544 0.0948
C 19.1817 19.5761 18.5932 -0.0476
C 19.1343 18.7625 17.3001 -0.1781
O 18.5579 19.4964 16.2036 0.0217
C 19.2967 19.7042 15.1327 -0.4349
O 20.3837 19.3399 14.8886 0.1983
C 18.5280 20.7869 14.3531 -0.5176
F 17.1802 20.5706 14.2733 0.1349
F 18.6761 21.9735 14.9583 0.1685
F 19.0634 20.8940 13.1440 0.1697
H 19.4797 20.6603 18.4956 0.1029
H 19.8443 19.1236 19.3566 0.0835
H 18.2487 19.5092 19.1286 0.0521
H 18.5990 17.8462 17.3473 0.0854
H 20.2049 18.5559 17.1130 0.1320
C 12.4559 20.1589 12.5509 -0.0365
C 13.8569 20.1818 13.2489 -0.1284
O 13.6435 20.9521 14.4989 0.0404
C 13.9273 22.1863 14.3550 -0.4528
O 14.0754 22.7995 13.3283 0.1598
C 13.7071 22.9685 15.6531 -0.5963
F 14.0942 22.2986 16.7675 0.1265
F 14.4315 24.0624 15.6861 0.1931
F 12.4563 23.2123 15.8401 0.2208
H 12.2695 21.2165 12.1585 0.1094
H 11.7570 19.8836 13.3252 0.0194
H 12.3785 19.3982 11.7517 0.0858
H 14.6137 20.5894 12.6773 0.0877
H 14.1941 19.1986 13.6442 0.1198
C 10.3488 14.1840 18.4009 -0.0854
C 11.6813 14.9425 18.2808 -0.1743
O 12.5679 14.4325 17.2469 0.0231
C 13.0886 13.2358 17.2671 -0.4051
O 13.0417 12.3600 18.0993 0.1374
C 14.0556 13.0251 16.0479 -0.5267
F 14.7936 11.9512 16.2107 0.1758
F 13.3580 12.8579 14.8619 0.1113
F 14.8563 14.0538 15.8974 0.1818
H 10.4880 13.1356 18.6940 0.0688
H 9.6841 14.1603 17.5033 0.0632
H 9.7692 14.5644 19.2518 0.0768
H 12.2196 15.0353 19.3248 0.1365
H 11.3537 15.9919 18.0587 0.0943
C 21.5035 12.0822 11.9286 -0.0413
C 20.4142 11.2556 11.2904 -0.1499
O 19.2340 11.4174 12.1327 0.0231
C 18.6300 10.4353 12.7006 -0.4360
O 18.8914 9.2824 12.6375 0.1860
C 17.3443 10.9965 13.3631 -0.6000
F 17.0565 10.2387 14.4160 0.1605
F 17.5123 12.1814 13.8277 0.2021
F 16.2888 10.8897 12.5488 0.1755
H 21.1829 13.1158 11.8396 0.0552
H 22.5675 11.8577 11.5984 0.1133
H 21.5595 11.8287 12.9844 0.0845
H 20.6190 10.2157 11.2283 0.1112
H 20.1007 11.6852 10.3557 0.1238
C 19.8154 17.5863 10.8727 -0.0470
C 19.4924 16.1008 10.8828 -0.1608
O 19.2384 15.5704 12.2443 -0.0155
C 20.2927 15.4220 13.1019 -0.3482
O 21.4821 15.5119 12.8606 0.1507
C 19.7592 15.2174 14.5436 -0.5395
F 18.8792 14.2364 14.5487 0.1741
F 20.8024 14.8459 15.2953 0.1653
F 19.2234 16.3288 15.0871 0.1670
H 20.7711 17.8373 11.3848 0.0989
H 19.0574 18.2177 11.2631 0.0637
H 19.8304 17.8073 9.8144 0.0807
H 20.2252 15.4481 10.4721 0.1121
H 18.5312 16.0145 10.3517 0.1077
C 14.7953 16.3405 20.4664 -0.0648
C 15.3866 15.6340 19.3370 -0.1423
O 15.1052 16.4769 18.0944 0.0357
C 15.9742 16.5082 17.1265 -0.4280
O 17.0796 16.0519 17.1636 0.1379
C 15.6099 17.3532 15.9099 -0.4964
F 14.6654 16.8212 15.0961 0.1381
F 15.0072 18.5083 16.3042 0.1264
F 16.6378 17.7129 15.1499 0.1774
H 15.0714 15.7850 21.3579 0.0896
H 13.7427 16.3664 20.1718 0.0604
H 15.2505 17.3150 20.5872 0.0843
H 14.8722 14.6536 19.0817 0.1440
H 16.4666 15.4884 19.3808 0.1000
C 18.3215 11.7134 17.9606 -0.0209
C 18.5864 13.1619 18.3519 -0.1721
O 19.9750 13.3138 18.6773 -0.0016
C 20.4070 14.5519 18.8869 -0.4162
O 19.7835 15.5351 18.8716 0.1756
C 21.9848 14.6192 19.0957 -0.5551
F 22.6130 13.5922 18.6089 0.2062
F 22.4734 15.7800 18.5852 0.1397
F 22.2352 14.7431 20.3881 0.1621
H 17.7424 11.6564 17.0328 0.0748
H 17.9332 11.1401 18.7542 0.0299
H 19.2698 11.3029 17.6649 0.0797
H 18.0743 13.5643 19.1914 0.0985
H 18.3408 13.9838 17.6376 0.1150
```

Summary:
Energy   -6140.720143 hartree
HOMO-LUMO gap   11.4 eV
HOMO   -11.0403 eV
Maximum force   4.2 eV/A
M   1616.5 u
LUMO level   0.35 eV

No. 2
This record from the OMol25 dataset describes a molecular structure, C36H63Br2F23N2O12PS8. The level of theory is ωB97M-V with the def2-TZVPD basis set.

```
147
Properties=species:S:1:pos:R:3:lowdin_charge:R:1
C 2.1202 2.8967 5.1386 -0.1307
C 2.2171 1.4466 5.6871 -0.7127
Br 1.0785 1.3613 7.3030 0.7807
C 1.6907 0.3894 4.6276 -0.6359
Br 1.1716 -1.2689 5.5335 0.8039
C 2.7623 0.1732 3.5485 -0.2309
N 3.8874 -0.6859 3.9953 0.0973
C 4.9007 -1.0066 2.8984 -0.2188
P 5.0981 -2.9091 2.8993 0.7938
N 6.6281 -3.2717 2.8616 -0.2862
C 4.4488 -0.4273 1.5286 -0.2246
C 5.3816 -0.8175 0.3336 -0.3649
F 4.8993 -2.0151 -0.0973 0.1205
F 6.6027 -1.0727 0.8056 0.1477
C 5.2627 0.1756 -0.8731 -0.3116
F 4.0711 0.7998 -0.7416 0.1571
F 5.1044 -0.5742 -1.9727 0.1536
C 6.4094 1.1837 -1.1746 -0.3410
F 6.4175 1.3501 -2.5119 0.1696
F 7.6427 0.7944 -0.8711 0.1943
C 6.2068 2.6446 -0.6211 -0.3447
F 5.1604 3.2592 -1.1631 0.1866
F 7.2619 3.3225 -1.0963 0.1754
C 6.2628 2.7835 0.9397 -0.3186
F 6.5744 1.6191 1.5545 0.1531
F 7.2642 3.6029 1.2628 0.1889
C 4.9958 3.3961 1.6207 -0.3145
F 3.8316 2.8802 1.1909 0.1513
F 5.0860 3.0533 2.9355 0.1319
C 4.9411 4.9650 1.6151 -0.3557
F 5.6459 5.4409 2.6402 0.1837
F 5.4275 5.5013 0.4960 0.1890
C 3.4830 5.5239 1.8018 -0.5802
F 2.7807 5.4315 0.7007 0.2089
F 2.9028 4.9603 2.8488 0.1900
F 3.6110 6.8181 2.0680 0.1916
O 3.1411 -0.8778 1.2956 -0.0203
C 2.1995 -0.2358 2.1349 -0.1574
C 0.9570 -1.1551 2.1607 -0.2365
O 1.1230 -2.2889 2.3722 0.2013
C -0.5167 -0.6726 1.9220 -0.3654
F -1.1205 -1.6841 1.2996 0.1684
F -1.1245 -0.5426 3.1133 0.1486
C -0.6604 0.5736 0.9953 -0.3569
F -1.8148 0.4350 0.3306 0.1857
F 0.2926 0.6308 0.0523 0.1727
C -0.7561 1.9530 1.7051 -0.3625
F -1.7864 2.0347 2.5112 0.2007
F 0.3977 2.3185 2.3335 0.1196
C -1.0181 3.0434 0.5945 -0.4434
O -2.0832 3.5185 0.5070 0.2017
O -0.0146 3.4369 -0.1927 0.1469
H 2.0982 2.9364 4.0358 0.0483
H 3.0030 3.4664 5.4697 0.0916
H 1.2353 3.3879 5.5626 0.0712
H 3.2296 1.1765 6.0283 0.0789
H 0.7712 0.8328 4.2173 0.0966
H 3.1969 1.1757 3.3775 0.1426
H 4.4052 -0.1442 4.6977 0.1835
H 3.6014 -1.5568 4.4684 0.0897
H 5.8753 -0.5590 3.1477 0.1430
H 4.3506 -3.4695 1.8324 0.0433
H 4.5521 -3.4293 4.1071 0.0273
H 6.8127 -3.8434 2.0382 -0.0158
H 4.4670 0.6749 1.5841 0.1294
H 1.9401 0.7241 1.6484 0.1478
H -0.4227 4.0853 -0.7994 0.1506
C -2.6927 -4.8114 0.0667 -0.2848
S -2.6857 -5.2504 1.8079 0.7858
O -2.9991 -6.7030 1.9070 -0.5622
C -4.1796 -4.3492 2.2566 -0.2683
H -1.8502 -5.3093 -0.4100 0.0560
H -3.6205 -5.1447 -0.3979 0.0526
H -2.5838 -3.7342 -0.0467 0.0281
H -5.0220 -4.7121 1.6670 0.0584
H -4.0272 -3.2835 2.0804 0.0458
H -4.3743 -4.5190 3.3145 0.0454
C -4.6782 -1.7750 -3.8341 -0.2647
S -4.3174 -3.4092 -3.1730 0.8250
O -3.0059 -3.3181 -2.4583 -0.5787
C -4.0059 -4.1919 -4.7596 -0.2675
H -4.8683 -1.1020 -3.0006 0.0360
H -3.8261 -1.4069 -4.4099 0.0382
H -5.5650 -1.8239 -4.4642 0.0550
H -3.1954 -3.6725 -5.2747 0.0497
H -4.9147 -4.1655 -5.3592 0.0584
H -3.7223 -5.2258 -4.5769 0.0402
C -9.5635 0.8314 -2.8371 -0.2706
S -7.9436 0.3397 -3.4478 0.8032
O -7.5298 -0.8678 -2.6834 -0.5566
C -7.0467 1.7432 -2.7630 -0.2689
H -10.2809 0.0638 -3.1224 0.0511
H -9.5392 0.9205 -1.7505 0.0577
H -9.8508 1.7813 -3.2888 0.0535
H -7.1807 1.7759 -1.6810 0.0574
H -7.4126 2.6645 -3.2170 0.0538
H -5.9907 1.6181 -2.9969 0.0452
C -4.0912 1.4230 9.0583 -0.2634
S -2.4649 0.7058 8.7858 0.8059
O -1.6545 1.7139 8.0399 -0.6643
C -2.9973 -0.5358 7.5959 -0.2628
H -3.9830 2.2564 9.7503 0.0534
H -4.5002 1.7847 8.1144 0.0605
H -4.7513 0.6733 9.4950 0.0567
H -3.4754 -0.0512 6.7438 0.0600
H -3.6916 -1.2250 8.0770 0.0574
H -2.1178 -1.0828 7.2591 0.0372
C -0.0681 8.0359 0.0030 -0.2666
S 0.5752 8.2072 -1.6702 0.8150
O 0.8300 6.8327 -2.1865 -0.5644
C 2.1634 8.9054 -1.1907 -0.2620
H -1.0531 7.5750 -0.0572 0.0503
H 0.5956 7.4014 0.5927 0.0401
H -0.1574 9.0204 0.4627 0.0565
H 2.6853 8.2164 -0.5252 0.0407
H 2.0036 9.8626 -0.6937 0.0573
H 2.7528 9.0585 -2.0928 0.0540
C -5.8335 -8.6591 -4.5154 -0.2702
S -6.6794 -7.5318 -3.3954 0.8184
O -6.1447 -6.1666 -3.6532 -0.5693
C -5.8983 -8.1352 -1.8898 -0.2653
H -6.1478 -8.4274 -5.5318 0.0499
H -4.7541 -8.5277 -4.4296 0.0565
H -6.1098 -9.6864 -4.2766 0.0531
H -4.8150 -8.0369 -1.9686 0.0579
H -6.1723 -9.1787 -1.7320 0.0539
H -6.2589 -7.5354 -1.0561 0.0497
C -0.0846 -0.4137 -7.8512 -0.2841
S -1.5570 -0.6290 -6.8392 0.7995
O -2.4344 0.5492 -7.0710 -0.5626
C -0.7346 -0.3848 -5.2545 -0.2743
H -0.3783 -0.4897 -8.8968 0.0561
H 0.3517 0.5683 -7.6663 0.0637
H 0.6382 -1.1980 -7.6197 -0.0204
H -0.2561 0.5956 -5.2343 0.0539
H 0.0068 -1.1712 -5.1063 0.0268
H -1.4861 -0.4415 -4.4681 0.0390
C 2.4843 -0.5970 -4.4036 -0.2627
S 3.0940 -0.8180 -6.0829 0.8952
O 1.9224 -1.1558 -6.9326 -0.5807
C 3.9853 -2.3492 -5.7617 -0.2532
H 1.8590 0.2949 -4.3858 0.0447
H 1.8902 -1.4632 -4.1081 0.0608
H 3.3256 -0.4640 -3.7238 0.0321
H 3.2984 -3.1042 -5.3775 0.0628
H 4.7823 -2.1610 -5.0412 0.0494
H 4.4175 -2.6928 -6.6997 0.0549
```

Summary:
Energy   -13393.092076 hartree
HOMO-LUMO gap   6.2 eV
HOMO   -9.4331 eV
Total charge   +1
Maximum force   3.2 eV/A
M   1600.2 u
LUMO level   -3.23 eV